The following is a quantum chemistry calculation of a single C4H9NO2 molecule at a distorted geometry, from the Open Molecules 2025 dataset.

The geometry in ORCA input format:
```
! wB97M-V def2-TZVPD RIJCOSX def2/J DEFGRID3
* xyz 0 1
N 0.28266 -1.70314 -1.77350
C 0.62695 -1.23449 -0.51074
O 0.41624 -1.97722 0.42696
C 1.10699 0.16540 -0.44108
C -0.11169 1.10345 -0.30219
C -0.57509 1.10357 1.15737
O -1.43053 2.21432 1.40285
H 0.61889 -1.26605 -2.62063
H -0.17674 -2.59425 -1.89447
H 1.79796 0.21545 0.39580
H 1.66912 0.45841 -1.33560
H 0.08634 2.14218 -0.55810
H -0.92077 0.71957 -0.92962
H -0.97722 0.13580 1.48556
H 0.28006 1.22892 1.82553
H -2.30953 1.91946 1.66643
*
```

Values from the calculation:
E	-9879.2128	eV
relative energy (zero: lowest compared OMol25 entry of this formula, charge and spin)	19.6	kcal/mol
highest occupied orbital energy	-9.884	eV
LUMO energy	0.8873	eV
SMILES	NC(=O)CCCO

Löwdin atomic charge list, values in e, 8 entries: number 1, N, carries 0.14; number 2, C, carries -0.56; number 3, O, carries 0.05; number 4, C, carries -0.13; number 5, C, carries -0.16; number 6, C, carries -0.27; number 7, O, carries -0.07; number 8, H, carries 0.09

The following is a quantum chemistry calculation of a single C6H5Cl2N2P molecule at a distorted geometry, from the Open Molecules 2025 dataset.

The geometry in ORCA input format:
```
! wB97M-V def2-TZVPD RIJCOSX def2/J DEFGRID3
* xyz 0 1
C -2.42982 -0.21602 0.57409
C -1.32942 0.11857 1.38779
C -2.16579 -0.71884 -0.70841
C -0.02999 0.26094 0.88394
C -0.91291 -0.57966 -1.30087
C 0.23881 -0.12601 -0.41288
N 1.33355 0.08748 -1.09579
N 3.17190 1.77561 0.79632
P 2.73894 0.60811 -0.16695
Cl 4.03321 0.90500 -1.65069
Cl 3.44651 -1.08928 0.55721
H -3.45745 -0.17359 1.02728
H -1.46970 0.39662 2.35690
H -3.01699 -0.92878 -1.39636
H 0.77591 0.42429 1.56706
H -0.92677 -0.74444 -2.41863
*
```

Values from the calculation:
E	-43613.8268	eV
relative energy (zero: lowest compared OMol25 entry of this formula, charge and spin)	12.5	kcal/mol
highest occupied orbital energy (spin up / spin down)	-9.579 / -8.958	eV
LUMO energy (spin up / spin down)	-2.5070 / -1.4581	eV

Löwdin atomic charge list, values in e, 8 entries: number 1, C, carries -0.05; number 2, C, carries -0.05; number 3, C, carries -0.10; number 4, C, carries -0.04; number 5, C, carries 0.03; number 6, C, carries -0.41; number 7, N, carries -0.08; number 8, N, carries -0.26

The following is a quantum chemistry calculation of 17 unconnected molecules or ions with the total composition C40H72N15O2 at a distorted geometry, from the Open Molecules 2025 dataset.

The geometry in ORCA input format:
```
! wB97M-V def2-TZVPD RIJCOSX def2/J DEFGRID3
* xyz 1 1
C 3.02759 -0.77502 -0.37587
C 1.84172 0.33881 -0.52602
C 0.44247 -0.29654 -0.28237
N -0.75073 0.59950 -0.58577
C -0.59703 1.00304 -2.03024
C -0.79934 1.73727 0.30220
C -2.23205 2.20849 0.37732
C -2.93282 0.86599 0.15150
C -1.95983 -0.11590 -0.29839
H 4.04899 -0.39744 -0.47361
H 2.99071 -1.54364 -1.05207
H 2.88016 -1.16854 0.77767
H 1.88103 0.80845 -1.37628
H 2.00045 1.14266 0.06462
H 0.19198 -0.77594 0.57744
H 0.27336 -1.04082 -0.91454
H -1.46164 1.42756 -2.51105
H -0.29046 0.14259 -2.69470
H 0.24726 1.68463 -2.15359
H -0.00843 2.51606 0.35337
H -0.77527 1.48808 1.22980
H -2.42280 2.81020 -0.55086
H -2.56559 2.61171 1.32889
H -3.57793 1.18132 -0.60457
H -3.36562 0.68216 1.05837
H -2.36639 -0.78963 -1.05376
H -1.87720 -0.98760 0.44765
C 1.24456 -3.36044 -3.82936
C -0.05539 -3.00782 -3.22374
N -1.00122 -2.76853 -2.65261
H 1.25687 -4.42907 -3.92418
H 1.49539 -3.04879 -4.81756
H 2.04766 -3.03123 -3.18627
C -5.37094 5.72483 -2.47341
C -4.27872 4.61133 -2.50228
N -3.48102 3.74159 -2.58722
H -6.15233 5.22448 -1.93419
H -4.98369 6.71392 -1.87214
H -5.79714 5.96326 -3.31667
C 4.73472 -3.38505 2.24559
C 4.87671 -2.10929 3.02424
N 4.95430 -1.12608 3.59319
H 3.98589 -3.35613 1.39466
H 5.80465 -3.86304 1.82055
H 4.32607 -4.12865 2.86190
C -5.71057 0.87119 -3.60079
C -4.40283 0.08894 -3.54175
N -3.39188 -0.55108 -3.61644
H -6.53042 0.30142 -3.20227
H -5.53031 1.77422 -3.05810
H -5.86008 1.14894 -4.70137
C 5.74572 -1.54445 -3.07533
C 6.68943 -1.88034 -1.98216
N 7.45662 -2.06488 -1.12315
H 6.11080 -1.84629 -4.02674
H 4.97023 -2.04575 -2.79987
H 5.33930 -0.47007 -3.07968
C -1.44256 -2.06515 3.96066
C -1.48913 -0.53292 3.76898
N -1.74522 0.47728 3.62779
H -0.62502 -2.55298 4.40268
H -2.33195 -2.32609 4.53339
H -1.55727 -2.43730 2.88071
C -0.08692 -4.33452 0.10381
C 0.60974 -3.52325 1.28608
N 1.23335 -2.99619 2.09889
H -0.49140 -5.26205 0.37586
H -1.00744 -3.81764 -0.09096
H 0.52023 -4.35841 -0.90210
C -4.06368 -5.76705 2.11798
C -3.70238 -4.37991 1.69593
N -3.49147 -3.21571 1.38581
H -3.69402 -6.07089 3.20653
H -5.17498 -5.96618 2.17431
H -3.53343 -6.30704 1.45302
C -1.94912 1.40609 -5.82202
C -1.37387 1.99255 -7.20348
N -0.84518 2.43048 -8.13859
H -2.88317 1.09517 -6.06017
H -1.39188 0.59502 -5.41060
H -1.75633 2.24817 -5.21907
C -5.46440 1.58883 3.27270
C -5.34321 2.61464 2.10192
N -5.23592 3.36533 1.18703
H -4.66934 0.94184 2.99486
H -5.35475 1.94558 4.17338
H -6.39042 0.93106 3.16536
C -4.33885 -3.49443 -1.80397
C -3.90471 -4.90409 -1.54197
N -3.44011 -5.87606 -1.25436
H -3.59941 -3.03490 -2.58960
H -5.31820 -3.24806 -2.06227
H -4.21102 -2.82400 -0.86398
C 3.60758 3.99942 -1.03212
C 2.41978 4.27316 -0.17680
N 1.57967 4.47114 0.49285
H 4.23054 5.01300 -1.04891
H 4.39274 3.13566 -0.68290
H 3.43884 3.59780 -2.08273
C 2.87514 -6.56496 0.39940
C 3.17476 -5.19904 -0.41150
N 3.42235 -4.24137 -1.00531
H 2.36050 -7.28257 -0.24715
H 3.52202 -7.13072 0.81358
H 2.31656 -6.19088 1.20817
C 7.19191 0.57919 1.36261
C 6.51409 0.92197 0.04708
N 6.03521 1.25284 -0.97617
H 6.38045 -0.03132 1.82276
H 7.83430 -0.30090 1.39742
H 7.26838 1.36273 1.89451
C -0.73991 4.28834 3.85745
C -1.64954 5.22334 3.12899
O -1.38524 6.61343 3.43835
H -1.06244 3.33291 3.50326
H -0.58889 4.33171 4.95622
H 0.34696 4.37793 3.44653
H -2.72821 5.11541 3.42871
H -1.37850 5.15622 1.99214
H -1.99331 7.36504 3.37455
C 3.95113 2.33810 2.60264
C 3.40278 3.43501 3.47554
O 2.73585 2.80765 4.55047
H 3.09565 2.08791 1.96101
H 4.17673 1.68175 3.31230
H 4.71446 2.76627 1.98829
H 2.76798 4.06494 2.98111
H 4.09840 4.07244 3.91475
H 2.87973 3.43465 5.31034
*
```

Values from the calculation:
E	-69071.1935	eV
relative energy (zero: lowest compared OMol25 entry of this formula, charge and spin)	9.8	kcal/mol
highest occupied orbital energy	-11.101	eV
LUMO energy	-1.7904	eV

Löwdin atomic charge list, values in e, 8 entries: number 1, C, carries -0.02; number 2, C, carries -0.12; number 3, C, carries -0.07; number 4, N, carries -0.20; number 5, C, carries 0.04; number 6, C, carries -0.13; number 7, C, carries -0.12; number 8, C, carries -0.16

The following is a quantum chemistry calculation of a molecular structure, C27H38F6O3 at a distorted geometry, from the Open Molecules 2025 dataset.

The geometry in ORCA input format:
```
! wB97M-V def2-TZVPD RIJCOSX def2/J DEFGRID3
* xyz 0 1
C -3.70013 -2.49959 -0.29854
C -4.65249 -1.78287 -0.04100
C -4.64276 -0.74123 1.06589
C -3.86423 0.13887 1.20084
C -2.86581 0.31987 0.12091
C -1.96370 1.30522 0.47951
C -0.96499 1.55849 -0.44792
C -0.94373 1.05180 -2.11673
H -1.26767 0.00997 -2.01364
H -1.59859 1.48249 -2.65740
C 0.46535 1.34865 -2.50103
H 0.47553 1.92755 -3.46972
H 0.90607 -0.00137 -2.97139
C 1.38988 1.77155 -1.30610
H 1.32512 2.76226 -1.52507
C 2.79768 1.29367 -1.21837
C 3.65291 2.16804 -2.17262
H 4.64398 2.05643 -2.17422
H 3.60170 3.44859 -1.90708
H 3.20387 2.34565 -3.12466
H 3.17551 1.45537 -0.40732
C 3.09119 -0.00480 -1.64618
C 4.57376 -0.46339 -1.25115
H 5.25275 0.26005 -1.28594
H 4.88482 -1.26644 -2.14761
C 4.60205 -0.96022 0.15562
H 3.96448 -2.09619 0.27198
H 4.04313 -0.05617 0.71906
C 5.79320 -1.25956 0.96214
O 5.64396 -1.87183 2.15103
H 6.43472 -1.90333 2.52354
C 6.58954 0.07945 1.00025
F 5.87075 0.99155 1.82220
F 7.67798 -0.24373 1.87117
F 7.00781 0.68248 0.04264
C 6.82560 -1.95792 0.05707
F 6.13879 -3.22630 -0.57482
F 7.79544 -2.59539 1.04026
F 7.30955 -1.54372 -1.03738
H 2.34514 -0.68038 -1.36108
H 3.29646 -0.19961 -2.73224
C 0.39670 1.39590 0.14498
C 0.51163 -0.20096 0.30537
H -0.24770 -0.55768 0.98197
H 1.44896 -0.32288 0.69200
H 0.66317 -0.85236 -0.61410
C 0.91643 2.07899 1.17423
H 1.94225 1.79079 1.59111
C -0.21142 2.09746 2.10313
H -0.29874 1.06900 2.68062
H -0.03382 2.76359 2.96977
C -1.63187 2.26432 1.60722
H -2.18726 2.06176 2.34712
H -1.70214 3.19299 1.48836
H 0.98057 3.17074 0.94723
H -0.84062 2.86919 -0.55912
H -2.97811 -0.10350 -0.73019
H -4.08702 0.80871 2.15591
C -5.88611 -0.95261 2.10157
H -5.65630 -2.03854 2.85079
C -7.20396 -1.08153 1.26615
C -7.23039 -2.07001 0.32802
C -6.08538 -1.85265 -0.83325
O -6.30998 -2.87203 -1.66858
H -6.02435 -3.81551 -1.32255
H -6.25109 -0.99038 -1.27415
H -8.22272 -2.11644 -0.24312
H -7.12875 -2.93156 0.81232
O -7.69486 0.20318 0.95051
H -6.74561 0.66750 0.78266
H -8.01727 -1.10547 2.17528
H -5.82910 -0.29890 2.95125
H -2.90178 -2.44888 0.13430
H -3.76800 -2.92616 -1.39174
*
```

Values from the calculation:
E	-51041.7415	eV
highest occupied orbital energy	-8.444	eV
LUMO energy	0.5286	eV

Löwdin atomic charge list, values in e, 8 entries: number 1, C, carries 0.06; number 2, C, carries -0.18; number 3, C, carries -0.24; number 4, C, carries -0.09; number 5, C, carries 0.06; number 6, C, carries -0.17; number 7, C, carries -0.20; number 8, C, carries -0.09

Q: The highest E belongs to which entry?
A: C4H9NO2